Entry 1:
{"formula": "C5H10N2O", "method": "ωB97M-V/def2-TZVPD", "elements": ["H", "H", "C", "C", "C", "H", "H", "O", "H", "H", "N", "H", "H", "N", "C", "C", "H", "H"], "positions_angstrom": [[-1.446340, -2.581720, 2.358881], [-1.174661, -0.890395, 2.208640], [0.559980, 1.871638, -0.836770], [0.581459, -0.817899, 0.221804], [-0.001367, -1.995127, 0.902271], [0.836562, -1.049610, -0.803881], [-1.612613, -0.100444, 0.703048], [1.379958, 2.733433, -0.736586], [1.439186, -0.163785, 0.721467], [-1.096115, -0.096016, -0.971158], [-0.232490, 1.434989, 0.208896], [0.463928, -2.908159, 0.522169], [0.335296, 0.680086, -2.639208], [0.468386, 1.586730, -2.252879], [-0.740920, -1.849289, 1.982955], [-0.746158, 0.107059, 0.033781], [0.994950, 2.193252, -2.752598], [-0.009042, 1.845258, 1.129166]], "forces_ev_per_angstrom": [[0.5840, -0.5697, 0.1736], [0.2914, 0.2780, 0.2204], [-0.3314, 0.4498, -1.5473], [-2.3749, 1.0521, 0.4886], [3.2703, -1.2533, -2.6160], [0.6727, -0.2198, -0.1284], [1.1317, 0.1593, -0.4848], [2.0491, 2.7824, 2.3467], [-1.4203, -1.1933, -0.4357], [-0.1332, 0.5166, -0.2886], [-0.4356, 1.7349, -2.5265], [-0.5882, -0.2903, 0.6030], [-0.2691, -0.5637, -0.0626], [-3.7489, -3.3012, 3.0098], [-2.5562, -0.1397, 2.6314], [1.7102, -0.5500, 1.0443], [2.0744, 1.8917, -1.3640], [0.0741, -0.7837, -1.0639]], "charge": -1, "spin_multiplicity": 2, "e_tot_ev": -10371.5111, "gap_ev": [3.0, 8.3], "de_lowest_ev": 2.5735, "s2": 0.75, "lumo_ev": [3.9, 3.8], "homo_ha": [0.03362, -0.16564]}

Entry 2:
{"formula": "C5H10N2O", "method": "ωB97M-V/def2-TZVPD", "elements": ["H", "H", "N", "H", "H", "H", "H", "H", "O", "C", "C", "H", "C", "C", "H", "N", "H", "C"], "positions_angstrom": [[1.737301, -1.132984, -0.677150], [-1.105093, 0.409732, 1.769532], [-2.198049, -0.514674, -0.015572], [-2.165008, -0.840488, 0.942284], [0.305505, -0.561425, -2.346715], [2.557871, 0.002043, 0.469853], [-0.018939, 2.019653, 1.365998], [-2.405787, -1.486906, -0.418991], [0.512499, -1.293178, 1.568908], [0.325078, -0.214288, 0.622916], [-0.014957, 0.360627, -1.559320], [-0.889872, 0.848484, -2.328879], [-0.446459, 0.966486, 0.883500], [-0.841041, 0.184660, -0.219549], [1.274607, -2.138322, 1.153130], [1.185914, 1.278008, -0.953182], [0.643802, 2.157906, -0.080005], [1.542627, -0.045332, -0.176760]], "forces_ev_per_angstrom": [[-0.5035, 2.9192, -0.1753], [1.1870, 2.3847, -1.6362], [0.6084, -0.9602, -0.9425], [-0.0208, 0.5176, 0.4852], [-0.4077, 2.2211, 3.1835], [-2.3665, 0.5784, -1.1143], [-1.4562, -2.3140, -1.7509], [1.2058, 2.0414, -0.4847], [1.9264, -2.8118, -1.7270], [2.9626, -2.5646, 1.6817], [-4.1286, 2.9801, -3.2520], [2.7796, -0.2459, 1.8003], [-1.0325, 1.3356, 8.3879], [-1.2301, -4.7822, -3.3869], [-3.7069, 4.2749, 1.4885], [-1.6243, -2.1132, -0.4408], [2.1522, -3.8421, -3.6033], [3.6551, 0.3809, 1.4868]], "e_tot_ev": -10365.4553, "gap_ev": 9.0, "de_lowest_ev": 9.8499, "lumo_ev": 0.3, "homo_ha": -0.31659}

Entry 3:
{"formula": "C5H10N2O", "method": "ωB97M-V/def2-TZVPD", "elements": ["H", "H", "C", "C", "C", "H", "H", "C", "H", "H", "H", "O", "H", "N", "N", "H", "H", "C"], "positions_angstrom": [[-0.869947, -2.294135, 1.217427], [-2.489899, 2.106232, 0.916659], [0.005560, -1.610572, 1.041052], [-1.788821, 2.406943, 0.102298], [-0.012291, -0.432043, 0.207948], [-0.190742, -1.736132, -1.605398], [1.589009, 1.181026, 0.255991], [1.385971, 0.049764, 0.194448], [0.669942, -1.459445, 2.040725], [2.090026, -0.464355, 0.985301], [1.834062, 0.352632, -1.658064], [-0.872794, 0.501157, 0.686627], [-2.059775, 3.284746, -0.460975], [-0.878994, 1.544174, -0.272592], [1.422902, -0.424115, -1.174449], [-0.541470, 0.057250, -1.706538], [0.678646, -2.364866, 0.493801], [0.028616, -0.698260, -1.264262]], "forces_ev_per_angstrom": [[0.2103, 1.3966, -0.0217], [0.8055, 0.4394, -0.3594], [2.1154, -4.6165, 2.8016], [0.2893, -2.5385, -0.0911], [-0.0811, -0.5973, 1.8569], [-0.1368, 0.8047, 0.1583], [-0.6908, -1.5754, 0.1589], [2.9910, 1.1188, 1.2286], [-2.1529, -0.1986, -1.9777], [-1.0685, 0.8895, -1.6488], [-0.2937, -0.2864, -1.3838], [-2.2051, 1.7457, -0.4763], [0.5833, 0.0601, -0.3571], [-2.2837, 2.6784, 2.0467], [3.6838, 0.2295, -0.9270], [-0.8821, 0.6811, -1.4325], [-0.6268, 1.1060, 0.6196], [-0.2572, -1.3369, -0.1952]], "e_tot_ev": -10370.1254, "gap_ev": 9.7, "de_lowest_ev": 5.1798, "lumo_ev": 1.0, "homo_ha": -0.31942}

What is the formula in the third record? C5H10N2O

What did the second record say?
{"formula": "C5H10N2O", "method": "ωB97M-V/def2-TZVPD", "elements": ["H", "H", "N", "H", "H", "H", "H", "H", "O", "C", "C", "H", "C", "C", "H", "N", "H", "C"], "positions_angstrom": [[1.737301, -1.132984, -0.677150], [-1.105093, 0.409732, 1.769532], [-2.198049, -0.514674, -0.015572], [-2.165008, -0.840488, 0.942284], [0.305505, -0.561425, -2.346715], [2.557871, 0.002043, 0.469853], [-0.018939, 2.019653, 1.365998], [-2.405787, -1.486906, -0.418991], [0.512499, -1.293178, 1.568908], [0.325078, -0.214288, 0.622916], [-0.014957, 0.360627, -1.559320], [-0.889872, 0.848484, -2.328879], [-0.446459, 0.966486, 0.883500], [-0.841041, 0.184660, -0.219549], [1.274607, -2.138322, 1.153130], [1.185914, 1.278008, -0.953182], [0.643802, 2.157906, -0.080005], [1.542627, -0.045332, -0.176760]], "forces_ev_per_angstrom": [[-0.5035, 2.9192, -0.1753], [1.1870, 2.3847, -1.6362], [0.6084, -0.9602, -0.9425], [-0.0208, 0.5176, 0.4852], [-0.4077, 2.2211, 3.1835], [-2.3665, 0.5784, -1.1143], [-1.4562, -2.3140, -1.7509], [1.2058, 2.0414, -0.4847], [1.9264, -2.8118, -1.7270], [2.9626, -2.5646, 1.6817], [-4.1286, 2.9801, -3.2520], [2.7796, -0.2459, 1.8003], [-1.0325, 1.3356, 8.3879], [-1.2301, -4.7822, -3.3869], [-3.7069, 4.2749, 1.4885], [-1.6243, -2.1132, -0.4408], [2.1522, -3.8421, -3.6033], [3.6551, 0.3809, 1.4868]], "e_tot_ev": -10365.4553, "gap_ev": 9.0, "de_lowest_ev": 9.8499, "lumo_ev": 0.3, "homo_ha": -0.31659}